The following is a quantum chemistry calculation of a structure of composition C21H31CsN2O6Se at a distorted geometry, from the OMol25 dataset.

The geometry in XYZ format:
```
62
C21H31CsN2O6Se | the OMol25 dataset | wB97M-V/def2-TZVPD
Cs -0.145 0.150 0.452
O 2.300 3.890 -1.267
C 1.823 3.504 -0.068
O 0.726 3.797 0.321
C 2.844 2.697 0.709
O 2.230 1.530 1.176
C 3.055 0.833 2.110
C 2.434 -0.510 2.600
O 3.188 -1.142 3.347
O 1.276 -0.775 2.195
H 1.571 4.319 -1.739
H 3.191 3.314 1.550
H 3.700 2.473 0.064
H 3.228 1.460 2.992
H 4.029 0.604 1.662
C -2.701 -0.288 -7.337
C -2.595 -0.309 -5.829
C -3.746 -0.404 -5.057
C -3.623 -0.406 -3.658
C -4.851 -0.461 -2.782
C -2.377 -0.330 -3.091
C -1.143 -0.261 -3.829
C -1.333 -0.233 -5.251
N -0.040 -0.250 -3.084
C 1.339 -0.193 -3.509
C 1.698 -0.243 -5.007
C 2.062 -1.373 -2.835
C 1.933 1.111 -2.944
H -3.742 -0.340 -7.659
H -2.165 -1.132 -7.782
H -2.263 0.626 -7.747
H -4.723 -0.467 -5.528
H -5.724 -0.790 -3.348
H -5.078 0.517 -2.354
H -4.713 -1.144 -1.942
H -2.255 -0.321 -2.013
H -0.495 -0.158 -5.926
H 1.295 -1.139 -5.481
H 2.788 -0.266 -5.112
H 1.327 0.635 -5.537
H 1.697 -2.314 -3.252
H 1.833 -1.374 -1.770
H 3.148 -1.318 -2.974
H 1.371 1.961 -3.339
H 2.993 1.234 -3.191
H 1.824 1.102 -1.857
Se -4.538 -0.022 3.389
C -5.745 -0.039 2.044
N -6.533 -0.049 1.188
C -2.215 -3.646 -0.709
C -1.697 -4.248 0.599
C -0.513 -3.337 0.888
O 0.035 -2.991 -0.386
C -0.918 -3.274 -1.421
H -2.805 -2.751 -0.500
H -2.827 -4.329 -1.296
H -1.359 -5.276 0.442
H -2.434 -4.235 1.402
H 0.274 -3.789 1.491
H -0.850 -2.435 1.408
H -0.543 -4.115 -2.018
H -1.008 -2.403 -2.072
```

The LUMO energy is 3.484 eV. The energy above the lowest of the compared OMol25 structures with the same formula, charge and spin comes out at 0.821 eV. As for the spin multiplicity: 1. For the largest force on an atom, the calculation gives 2.76 eV Å⁻¹. The calculation puts the total energy at -3801.391718 hartree. As for the net charge: -2. As for the gap between HOMO and LUMO: 4.5 eV.

The following is a quantum chemistry calculation of a structure of composition C21H31N3NaNbO at a distorted geometry, from the OMol25 dataset.

The geometry in XYZ format:
```
58
C21H31N3NaNbO | the OMol25 dataset | wB97M-V/def2-TZVPD
N -1.694 -0.319 -0.040
C -2.786 -0.841 -0.148
O -3.839 -1.365 -0.250
Na -0.901 2.354 1.351
Nb 0.304 -0.076 0.052
N 0.215 1.786 -0.756
N 0.740 -1.572 -1.154
C -0.432 2.500 -1.884
C 0.146 -2.565 -2.046
C -0.183 4.003 -1.736
C 0.135 2.017 -3.220
C -1.932 2.253 -1.832
C -0.493 -3.661 -1.198
C 1.206 -3.181 -2.952
C -0.917 -1.897 -2.917
H -0.533 4.390 -0.764
H -0.741 4.536 -2.523
H 0.879 4.252 -1.852
H 1.211 2.214 -3.296
H -0.374 2.557 -4.034
H -0.033 0.941 -3.361
H -2.178 1.186 -1.880
H -2.396 2.751 -2.699
H -2.401 2.673 -0.923
H 0.259 -4.155 -0.573
H -0.949 -4.407 -1.859
H -1.276 -3.251 -0.548
H 1.915 -3.800 -2.397
H 1.749 -2.405 -3.500
H 0.700 -3.823 -3.682
H -1.315 -2.666 -3.599
H -0.468 -1.094 -3.523
H -1.749 -1.498 -2.321
C 1.670 2.019 -0.590
H 2.163 1.096 -0.175
H 2.140 2.217 -1.568
H 1.893 2.857 0.099
C 2.052 -1.914 -0.539
H 2.247 -1.306 0.380
H 2.071 -2.972 -0.227
H 2.877 -1.733 -1.249
C 3.904 0.200 4.829
C 4.042 0.400 3.445
C 2.941 0.328 2.597
C 1.652 0.044 3.093
C 0.456 -0.093 2.275
C -0.779 -0.365 2.893
C -0.866 -0.557 4.289
C 0.244 -0.398 5.084
C 1.511 -0.127 4.521
C 2.646 -0.052 5.354
H 4.778 0.236 5.476
H 5.023 0.610 3.027
H 3.103 0.476 1.524
H -1.693 -0.494 2.295
H -1.821 -0.845 4.735
H 0.183 -0.509 6.163
H 2.521 -0.204 6.426
```

The LUMO energy (alpha / beta) is -8.074 / -8.075 eV. As for the spin multiplicity: 1. For the largest force on an atom, the calculation gives 3.32 eV Å⁻¹. The calculation puts the total energy at -1277.068250 hartree. As for the net charge: +2. As for the gap between HOMO and LUMO (alpha / beta): 6.0 / 6.0 eV.